A structure of composition C3H2LiO3Pd, computed with ωB97M-V/def2-TZVPD.

Each line ends with the Mulliken charge.
Geometry (Å):
C1 -1.22 0.25 0.31  -0.2575
C2 -0.31 -0.05 1.33  0.2245
O1 0.75 -0.23 1.68  -0.4039
H1 -1.87 -0.58 0.05  0.3245
H2 -1.71 1.21 0.44  0.3008
O2 0.63 1.43 -1.12  -0.4266
C3 -0.01 0.44 -0.94  0.4512
O3 0.79 -0.62 -1.31  -0.7428
Li1 1.28 -2.23 -0.63  0.9275
Pd1 1.65 0.37 0.18  0.6021

Output
<S²>: 2.01
Net charge: +1
Orbital gap (alpha / beta): 0.264 / 0.294 hartree
Lowest unoccupied orbital energy (alpha / beta): -4.5 / -5.4 eV
Multiplicity: 3
Energy relative to the best compared isomer or geometry (same formula, charge and spin): 0.0 kcal/mol



A structure of composition C19H20Cl2N3O5PS3W, computed with ωB97M-V/def2-TZVPD.

Each line ends with the Mulliken charge.
Geometry (Å):
W1 -0.79 0.65 -0.89  1.4451
N1 -1.30 -2.51 -2.81  -0.4441
C1 -1.22 -1.87 -1.62  0.5339
S1 0.26 -1.84 -0.73  -0.3728
N2 -2.29 -1.17 -1.25  -0.6638
N3 -2.13 -0.62 0.01  0.1082
C2 -3.25 -0.16 0.59  -1.0679
C3 -3.15 0.89 1.53  1.1741
C4 -4.27 1.33 2.29  -0.9699
C5 -4.16 2.34 3.21  -0.5424
C6 -2.93 2.97 3.42  -0.5759
C7 -1.82 2.59 2.68  -0.1513
C8 -1.92 1.58 1.72  0.2813
O1 -0.83 1.30 0.98  -0.8110
H1 -0.44 -2.72 -3.27  0.2622
H2 -2.08 -2.22 -3.40  0.2518
H3 -4.20 -0.57 0.27  0.2889
H4 -5.22 0.83 2.13  0.3791
H5 -5.03 2.65 3.78  0.3845
H6 -2.84 3.77 4.15  0.3963
H7 -0.87 3.09 2.78  0.4164
Cl1 5.21 -0.15 -5.29  -0.2539
C9 3.67 0.02 -4.51  0.2985
C10 2.52 -0.16 -5.27  -0.5284
C11 1.28 -0.03 -4.67  0.4709
Cl2 -0.15 -0.26 -5.61  -0.2273
C12 1.13 0.29 -3.30  -0.3076
O2 -0.05 0.43 -2.82  -0.2718
C13 2.33 0.45 -2.56  1.4714
C14 2.30 0.73 -1.17  -0.4003
O3 1.28 0.85 -0.49  -0.4638
C15 3.59 0.32 -3.18  -1.2723
H8 2.58 -0.40 -6.32  0.4550
H9 3.25 0.85 -0.65  0.3541
H10 4.49 0.46 -2.59  0.4409
C16 -2.88 5.60 0.40  -1.6227
C17 -2.51 4.35 -0.36  0.1995
O4 -1.10 4.17 -0.24  -0.1873
P1 -0.11 3.21 -1.07  -0.0409
S2 1.69 3.87 -0.54  -0.5815
S3 -2.53 1.71 -1.76  -0.4410
O5 -0.36 3.58 -2.64  -0.1584
C18 0.25 4.70 -3.27  -0.5100
C19 -0.43 6.01 -2.90  -0.9244
H11 -3.96 5.73 0.39  0.4076
H12 -2.41 6.48 -0.05  0.3576
H13 -2.54 5.52 1.43  0.2939
H14 -2.77 4.42 -1.42  0.5042
H15 -3.02 3.48 0.06  0.0860
H16 0.15 4.51 -4.34  0.3014
H17 1.31 4.73 -3.00  0.4069
H18 -1.49 5.97 -3.13  0.2377
H19 0.02 6.84 -3.45  0.4608
H20 -0.31 6.19 -1.83  0.1225

Output
<S²>: 0.79
Net charge: -1
Orbital gap (alpha / beta): 0.173 / 0.225 hartree
Lowest unoccupied orbital energy (alpha / beta): 1.7 / 1.7 eV
Multiplicity: 2
Energy relative to the best compared isomer or geometry (same formula, charge and spin): 26.1 kcal/mol



A cluster of 2 separate species, C4H11I2O4P2 in total, computed with ωB97M-V/def2-TZVPD.

Each line ends with the Mulliken charge.
Geometry (Å):
C1 -1.82 1.54 -1.63  -0.4274
C2 -2.03 -3.30 -0.88  -0.6321
C3 3.80 1.00 2.50  -0.5084
C4 -0.03 -0.14 0.96  -0.5246
O1 0.67 -0.52 -1.39  -0.3510
O2 -1.92 0.14 -1.39  -0.2880
O3 -1.01 -2.22 -0.74  -0.2564
O4 2.57 0.57 2.41  -0.5239
P1 -0.76 -0.71 -0.65  0.8666
P2 1.71 -0.08 0.08  0.3056
I1 2.41 1.96 -1.03  0.1317
I2 2.75 -2.29 -0.07  0.1663
H1 -1.99 1.65 -2.71  0.2573
H2 -0.80 1.81 -1.46  0.1415
H3 -2.58 2.15 -1.04  0.2490
H4 -3.07 -2.91 -1.15  0.2842
H5 -2.07 -3.98 -0.08  0.3134
H6 -1.86 -3.80 -1.79  0.3223
H7 4.59 0.15 2.41  0.2314
H8 3.92 1.28 3.62  0.2374
H9 4.14 1.96 1.89  0.2048
H10 0.24 -0.96 1.78  0.3580
H11 -0.47 0.80 1.29  0.4424

Output
Net charge: +1
Orbital gap (alpha / beta): 0.215 / 0.215 hartree
Lowest unoccupied orbital energy (alpha / beta): -5.8 / -5.8 eV
Multiplicity: 1
Energy relative to the best compared isomer or geometry (same formula, charge and spin): 73.3 kcal/mol



- The lowest multiplicity belongs to which entry?
  C4H11I2O4P2



- Which of these has the highest energy relative to the best compared isomer or geometry (same formula, charge and spin)?
  C4H11I2O4P2



- Among the records above, which one has the lowest energy relative to the best compared isomer or geometry (same formula, charge and spin)?
  C3H2LiO3Pd



- The lowest energy relative to the best compared isomer or geometry (same formula, charge and spin) belongs to which entry?
  C3H2LiO3Pd